Entry 1:
{
  "formula": "C2H6O4PS",
  "method": "ωB97M-V with the def2-TZVPD basis set",
  "species": ["C", "S", "O", "O", "P", "C", "O", "O", "H", "H", "H", "H", "H", "H"],
  "positions_angstrom": [[0.277, -1.544, 2.013], [-0.072, -0.083, 1.175], [-1.529, 0.047, 1.048], [0.488, 1.199, 2.151], [0.667, 0.460, -0.981], [-0.910, 0.110, -1.833], [1.057, 1.891, -0.837], [1.635, -0.592, -1.394], [-0.268, -2.126, 1.370], [1.375, -1.528, 2.042], [0.838, 1.783, 1.324], [-1.524, -0.649, -1.344], [-1.420, 1.020, -1.846], [-0.615, 0.013, -2.887]],
  "forces_ev_per_a": [[1.5, 4.2, 0.8], [-0.9, 0.0, 2.1], [0.2, 0.1, -0.3], [1.0, 0.1, -4.2], [0.8, -1.1, -0.1], [1.1, 0.2, -0.1], [-0.5, 0.1, 0.3], [-0.2, 0.3, 0.4], [-0.9, -2.5, -1.4], [-0.2, -0.9, -0.1], [-0.9, -1.1, 2.5], [0.4, -0.1, -0.5], [-1.3, 1.5, 0.4], [-0.1, -0.9, 0.3]],
  "e_homo_ev": -4.1,
  "charge": -1,
  "smiles": "C=[S@@](=O)(O)[P@@](C)(=O)[O-]",
  "e_above_lowest_kcal_mol": 45.5
}

***

Entry 2:
{
  "formula": "C16H23N7S",
  "method": "ωB97M-V with the def2-TZVPD basis set",
  "species": ["C", "N", "C", "N", "C", "N", "N", "C", "C", "S", "C", "C", "C", "N", "C", "C", "N", "C", "C", "C", "C", "C", "C", "N", "H", "H", "H", "H", "H", "H", "H", "H", "H", "H", "H", "H", "H", "H", "H", "H", "H", "H", "H", "H", "H", "H", "H"],
  "positions_angstrom": [[4.798, 3.835, 4.113], [3.634, 3.306, 3.366], [3.187, 2.129, 3.481], [3.522, 1.092, 4.344], [4.293, 1.080, 5.458], [4.968, 0.870, 6.386], [2.137, 2.082, 2.620], [1.119, 1.056, 2.371], [0.142, 1.397, 1.244], [-1.650, 0.778, 1.523], [-2.450, 0.781, -0.090], [-2.126, -0.456, -0.892], [-2.608, -1.744, -0.211], [-2.607, -3.092, -0.997], [-1.329, -3.679, -1.542], [-3.834, -3.344, -1.787], [-2.720, -0.409, -2.283], [-1.718, -0.361, -3.066], [-1.889, -0.196, -4.423], [-0.659, -0.111, -5.134], [0.556, -0.030, -4.508], [0.614, -0.249, -3.092], [-0.543, -0.327, -2.382], [-0.685, -0.461, -1.103], [5.262, 4.635, 3.625], [5.540, 3.031, 4.226], [4.588, 3.999, 5.201], [2.932, 0.289, 4.215], [1.983, 3.059, 2.383], [1.699, 0.126, 2.023], [0.628, 0.732, 3.257], [-0.128, 2.377, 1.058], [0.574, 0.973, 0.313], [-3.490, 0.797, -0.120], [-2.151, 1.657, -0.684], [-3.652, -1.565, 0.096], [-2.216, -1.857, 0.819], [-1.499, -4.661, -1.936], [-0.489, -3.698, -0.795], [-0.946, -3.015, -2.371], [-3.730, -2.834, -2.803], [-3.845, -4.464, -1.902], [-4.789, -3.133, -1.146], [-2.860, -0.246, -4.951], [-0.642, -0.082, -6.217], [1.426, 0.228, -5.032], [1.653, -0.299, -2.659]],
  "forces_ev_per_a": [[-1.0, -3.3, 1.7], [3.1, 2.0, 1.6], [0.1, 2.4, 0.1], [-0.4, -0.5, -0.2], [0.8, -0.4, 0.5], [-1.1, 0.6, -1.4], [-2.6, -1.7, -1.1], [1.7, -1.3, -0.7], [-0.5, -2.2, -1.1], [0.6, -0.2, 0.8], [2.0, 0.5, -1.1], [1.1, -1.5, -2.3], [-0.8, -2.3, 0.0], [0.2, 1.3, 1.7], [-0.2, 2.8, 0.3], [0.6, -0.6, 0.5], [-1.6, 0.2, 3.0], [-4.4, 0.8, -0.2], [2.8, -0.3, -4.7], [-4.7, 0.2, -0.7], [0.7, -0.9, 5.5], [5.1, 1.1, -4.3], [2.1, -1.0, 2.9], [0.0, 0.0, 0.3], [0.3, 1.4, -0.6], [0.3, 0.2, -0.4], [-0.2, 0.6, -0.9], [0.1, -0.4, 0.3], [-0.4, -0.6, -0.3], [-0.9, 1.0, 0.4], [-0.8, 0.0, 1.0], [0.5, 2.4, 0.1], [-0.8, 0.2, 0.5], [-2.0, 0.4, 1.1], [0.1, -0.1, 0.2], [0.0, -0.1, -0.8], [0.9, -0.1, -0.9], [-0.3, -0.5, -0.1], [-1.1, 0.0, -0.4], [-0.2, -0.8, 0.4], [-0.9, -0.5, 1.2], [-0.2, 1.0, -0.3], [1.8, 0.2, -1.5], [0.7, 0.1, 0.7], [-0.3, 0.2, -0.1], [1.2, -0.1, -0.7], [-1.4, 0.2, -0.1]],
  "e_homo_ev": -8.0,
  "charge": 0,
  "smiles": "C/N=C(\\NC#N)NCCSCC1(CN(C)C)N=c2ccccc2=N1"
}

***

Entry 3:
{
  "formula": "C49H59CaF5N4O2P2Si",
  "method": "ωB97M-V with the def2-TZVPD basis set",
  "species": ["Ca", "C", "Si", "C", "C", "C", "C", "C", "C", "P", "C", "C", "C", "C", "C", "C", "C", "C", "C", "C", "C", "C", "C", "C", "C", "C", "C", "C", "P", "C", "C", "C", "C", "C", "C", "C", "C", "C", "C", "C", "C", "H", "H", "H", "H", "H", "H", "H", "H", "H", "H", "H", "H", "H", "H", "H", "H", "H", "H", "H", "H", "H", "H", "H", "H", "H", "H", "H", "H", "H", "H", "H", "H", "H", "H", "H", "H", "H", "H", "H", "H", "H", "H", "H", "H", "H", "H", "H", "H", "H", "H", "H", "H", "H", "H", "H", "N", "C", "C", "O", "O", "H", "H", "H", "H", "F", "C", "C", "C", "F", "C", "F", "C", "F", "C", "F", "N", "C", "C", "C", "N", "C", "N"],
  "positions_angstrom": [[2.744, -0.360, -0.129], [1.588, 2.729, -2.315], [0.730, 1.177, -1.553], [0.434, 0.105, -3.150], [0.959, 0.563, -4.369], [0.923, -0.185, -5.537], [0.350, -1.445, -5.526], [-0.184, -1.934, -4.343], [-0.159, -1.191, -3.159], [-0.864, -1.852, -1.595], [-2.646, -1.399, -1.793], [-3.506, -2.043, -2.879], [-4.811, -1.247, -3.042], [-5.407, -0.804, -1.687], [-4.868, -1.661, -0.545], [-3.355, -1.465, -0.419], [-0.717, -3.694, -1.750], [-1.388, -4.496, -2.906], [-2.333, -5.585, -2.404], [-1.628, -6.574, -1.472], [-0.711, -5.849, -0.460], [-1.032, -4.359, -0.397], [-1.012, 2.028, -1.305], [-1.803, 2.268, -2.449], [-2.975, 3.002, -2.414], [-3.405, 3.560, -1.211], [-2.650, 3.350, -0.073], [-1.474, 2.582, -0.096], [-0.586, 2.293, 1.509], [-0.198, 4.038, 2.066], [0.801, 3.966, 3.240], [2.232, 3.535, 2.844], [2.512, 3.729, 1.357], [1.890, 5.048, 0.911], [0.359, 4.937, 0.922], [-2.124, 1.752, 2.488], [-1.821, 0.449, 3.243], [-1.128, 0.713, 4.576], [-1.986, 1.606, 5.469], [-2.281, 2.938, 4.783], [-2.888, 2.727, 3.399], [0.985, 3.232, -3.083], [2.566, 2.474, -2.739], [1.775, 3.454, -1.514], [1.438, 1.537, -4.399], [1.359, 0.211, -6.448], [0.330, -2.054, -6.422], [-0.599, -2.932, -4.346], [-2.556, -0.347, -2.061], [-3.725, -3.086, -2.618], [-2.973, -2.061, -3.833], [-5.539, -1.843, -3.603], [-4.600, -0.361, -3.649], [-6.499, -0.843, -1.721], [-5.137, 0.239, -1.488], [-5.103, -2.716, -0.734], [-5.356, -1.401, 0.399], [-2.923, -2.248, 0.213], [-3.158, -0.524, 0.096], [0.369, -3.785, -1.871], [-0.603, -4.964, -3.509], [-1.942, -3.847, -3.580], [-2.772, -6.113, -3.254], [-3.172, -5.116, -1.878], [-1.039, -7.275, -2.070], [-2.378, -7.172, -0.947], [0.339, -5.950, -0.753], [-0.803, -6.301, 0.530], [-0.456, -3.879, 0.395], [-2.087, -4.218, -0.132], [-1.476, 1.858, -3.402], [-3.549, 3.150, -3.323], [-4.312, 4.154, -1.166], [-2.981, 3.789, 0.864], [-1.118, 4.498, 2.437], [0.437, 3.269, 3.995], [0.824, 4.948, 3.726], [2.408, 2.495, 3.133], [2.943, 4.145, 3.410], [2.071, 2.907, 0.787], [3.586, 3.695, 1.163], [2.223, 5.334, -0.090], [2.225, 5.841, 1.593], [0.043, 4.549, -0.045], [-0.091, 5.931, 1.003], [-2.809, 1.515, 1.680], [-1.210, -0.206, 2.613], [-2.766, -0.082, 3.430], [-0.164, 1.196, 4.394], [-0.904, -0.229, 5.082], [-1.492, 1.777, 6.429], [-2.934, 1.095, 5.686], [-1.356, 3.512, 4.704], [-2.964, 3.538, 5.392], [-3.042, 3.689, 2.903], [-3.893, 2.303, 3.540], [1.492, -2.026, 1.595], [2.180, -3.295, 1.297], [2.350, -3.466, -0.218], [2.517, -4.592, -0.679], [2.269, -2.359, -0.873], [1.098, -2.003, 2.524], [0.724, -1.905, 0.936], [1.676, -4.180, 1.687], [3.182, -3.264, 1.737], [2.153, 0.397, 3.299], [3.486, 0.106, 3.237], [4.098, -0.053, 2.020], [5.432, -0.367, 2.124], [6.178, -0.586, 1.009], [6.122, -0.512, 3.316], [7.425, -0.829, 3.355], [5.444, -0.332, 4.503], [6.080, -0.464, 5.674], [4.101, -0.018, 4.468], [3.438, 0.154, 5.626], [4.557, 0.521, -1.539], [5.575, 0.641, -2.077], [6.792, 0.812, -2.754], [7.796, 1.646, -2.193], [8.620, 2.327, -1.752], [7.002, 0.199, -4.018], [7.189, -0.286, -5.051]],
  "forces_ev_per_a": [[0.3, 0.2, 0.5], [0.0, 0.1, 0.0], [-0.3, 0.2, -0.2], [-0.2, -0.2, -0.1], [0.0, 0.0, 0.1], [0.0, 0.0, 0.0], [0.0, 0.0, 0.0], [0.1, 0.0, 0.1], [0.1, 0.2, -0.1], [0.2, 0.2, 0.1], [-0.2, -0.1, 0.0], [-0.1, 0.0, 0.0], [0.0, 0.0, 0.0], [0.0, 0.0, 0.0], [0.0, 0.0, 0.0], [0.0, 0.0, 0.0], [0.1, -0.2, 0.0], [-0.1, -0.1, 0.1], [0.0, 0.0, 0.1], [0.0, 0.0, 0.0], [0.1, 0.0, -0.1], [-0.1, 0.0, 0.0], [-0.1, 0.1, 0.0], [0.1, -0.1, 0.1], [0.0, 0.0, 0.1], [0.1, 0.0, -0.1], [0.0, 0.0, 0.0], [0.0, 0.1, 0.0], [-0.1, -0.2, -0.2], [0.1, 0.1, 0.0], [0.1, 0.0, 0.0], [0.0, -0.1, 0.1], [0.0, 0.1, 0.0], [0.0, 0.0, 0.1], [0.0, 0.0, 0.1], [0.1, 0.1, 0.2], [0.0, 0.0, 0.0], [0.0, -0.1, 0.0], [0.0, 0.0, 0.0], [0.1, 0.0, 0.0], [-0.1, 0.0, 0.0], [0.1, 0.0, 0.0], [-0.1, 0.0, 0.1], [0.0, 0.0, -0.1], [-0.1, -0.1, 0.0], [0.0, 0.0, 0.0], [0.0, 0.0, 0.0], [0.1, 0.2, -0.1], [0.0, 0.3, -0.1], [0.0, 0.1, 0.0], [0.0, 0.0, 0.1], [0.0, 0.0, 0.0], [0.0, 0.0, 0.0], [0.0, 0.0, 0.0], [0.0, 0.0, 0.0], [0.0, 0.0, 0.0], [0.0, 0.0, 0.0], [0.0, 0.0, -0.1], [0.0, 0.1, 0.1], [0.0, 0.0, 0.0], [0.0, 0.0, 0.0], [0.0, -0.2, 0.1], [0.0, 0.0, 0.0], [0.0, 0.0, 0.0], [0.0, 0.0, 0.0], [0.0, 0.0, 0.0], [-0.1, 0.0, 0.0], [0.0, 0.0, 0.0], [0.1, 0.0, 0.0], [0.0, 0.0, 0.0], [0.0, 0.0, 0.1], [0.0, 0.0, 0.0], [0.0, 0.0, 0.0], [0.0, 0.0, -0.1], [0.0, 0.0, 0.0], [0.0, 0.1, 0.0], [0.0, 0.0, 0.0], [-0.1, 0.3, -0.1], [0.0, 0.0, 0.0], [0.0, 0.0, -0.1], [0.0, 0.0, 0.0], [0.0, 0.0, 0.0], [0.0, 0.0, 0.0], [-0.1, -0.1, -0.1], [0.0, 0.0, 0.0], [-0.1, -0.2, -0.1], [0.0, 0.0, 0.0], [0.0, 0.0, 0.0], [0.1, 0.0, 0.0], [0.0, 0.0, 0.0], [0.0, 0.0, 0.0], [0.0, 0.0, 0.0], [0.0, 0.0, 0.0], [0.0, 0.0, 0.0], [0.0, 0.0, 0.1], [0.0, 0.0, 0.0], [-0.1, -0.1, -0.6], [-0.1, 0.2, 0.2], [-0.2, 0.5, -0.3], [0.0, 0.0, 0.1], [0.2, -1.1, -0.1], [0.2, 0.1, 0.2], [-0.1, -0.1, 0.1], [-0.1, -0.1, 0.0], [0.0, 0.0, 0.0], [-0.3, -0.1, 0.0], [0.0, 0.0, 0.1], [0.2, 0.0, 0.1], [0.1, 0.0, -0.1], [0.0, 0.0, -0.1], [-0.1, 0.0, -0.1], [0.3, -0.1, 0.0], [-0.1, 0.0, -0.1], [0.2, 0.0, 0.3], [0.1, 0.0, -0.1], [-0.1, 0.0, 0.2], [-0.1, -0.1, 0.0], [0.2, 0.1, -0.3], [0.0, 0.0, 0.0], [-0.2, -0.2, -0.2], [0.0, 0.0, 0.0], [0.0, 0.2, 0.3], [0.0, 0.0, 0.1]],
  "e_homo_ev": -2.2,
  "charge": -2,
  "e_above_lowest_kcal_mol": 38.2
}

***

Entry 4:
{
  "formula": "C5H3NO",
  "method": "ωB97M-V with the def2-TZVPD basis set",
  "species": ["N", "C", "C", "C", "O", "H", "C", "C", "H", "H"],
  "positions_angstrom": [[-1.294, 1.202, -1.741], [-1.068, 1.033, -0.637], [-0.843, 0.763, 0.748], [-0.694, 1.703, 1.658], [-0.422, 2.568, 2.371], [-0.705, -0.282, 0.874], [2.757, -1.811, -1.347], [1.569, -1.780, -1.107], [3.712, -1.605, -1.700], [0.512, -1.776, -0.744]],
  "forces_ev_per_a": [[-0.1, 0.1, -1.3], [-0.1, 0.5, 1.6], [-0.2, -0.2, -1.2], [1.0, 0.7, 0.0], [-0.6, -0.6, -0.1], [0.1, -0.5, 1.1], [-2.7, 0.4, 0.3], [-0.2, -0.2, 0.7], [1.1, -0.1, -0.2], [1.8, -0.1, -0.8]],
  "e_homo_ev": -10.1,
  "charge": 0,
  "smiles": "N#CC=C=O.C#C",
  "e_above_lowest_kcal_mol": 68.9
}

***

Entry 5:
{
  "formula": "C3H6O2",
  "method": "ωB97M-V with the def2-TZVPD basis set",
  "species": ["C", "C", "C", "O", "H", "H", "H", "H", "O", "H", "H"],
  "positions_angstrom": [[-0.712, -0.218, 0.779], [0.559, -0.523, 0.433], [1.498, 0.547, 0.099], [2.696, 0.425, -0.037], [-1.432, -0.969, 1.084], [-1.051, 0.810, 0.902], [0.925, -1.541, 0.500], [1.009, 1.545, -0.028], [-1.500, -0.242, -1.202], [-1.506, 0.716, -1.328], [-0.546, -0.487, -1.187]],
  "forces_ev_per_a": [[0.8, -0.1, 1.2], [0.0, 0.1, 1.1], [0.3, 0.1, 0.1], [-0.4, 0.0, -0.1], [0.2, 0.0, 0.1], [0.2, -0.2, -0.1], [0.0, 0.0, -0.2], [0.1, -0.1, 0.1], [-0.2, 0.0, -1.4], [0.0, -0.1, -0.3], [-1.1, 0.3, -0.5]],
  "e_homo_ev": -9.7,
  "charge": 0,
  "smiles": "C=CC=O.O",
  "e_above_lowest_kcal_mol": 57.2
}

***

Results for LUMO energy: 3.905 -1.514 3.729 -0.113 0.401 (in eV, following the order of the records).